{
  "formula": "C33H33BiF3N7O9SSe",
  "method": "the ωB97M-V functional and the def2-TZVPD basis",
  "e_homo_ev": -8.8,
  "lumo_energy_ha": -0.0173,
  "total_charge": 0,
  "symbols": ["Bi", "O", "C", "N", "C", "O", "C", "C", "C", "C", "C", "N", "C", "C", "C", "C", "C", "N", "H", "H", "H", "H", "H", "H", "H", "H", "O", "C", "O", "C", "C", "N", "N", "C", "C", "O", "O", "H", "H", "H", "C", "C", "C", "C", "N", "C", "Se", "N", "C", "C", "C", "C", "C", "C", "C", "C", "C", "C", "H", "H", "H", "H", "H", "H", "H", "H", "H", "H", "H", "H", "H", "H", "H", "H", "H", "H", "H", "H", "H", "H", "F", "C", "F", "F", "S", "O", "O", "O"],
  "coordinates": [[1.482984, -0.876268, 0.661094], [2.340399, -2.531932, -3.297257], [2.077480, -1.833494, -2.346113], [1.270907, -2.142894, -1.281216], [0.656137, -3.393645, -1.262073], [0.088835, -3.919387, -2.184685], [0.789240, -4.116569, 0.061053], [0.942621, -5.491522, 0.065793], [1.241074, -6.114344, 1.264675], [1.351957, -5.349715, 2.416399], [1.134150, -3.988119, 2.326577], [0.850718, -3.381672, 1.171907], [2.729893, -0.468482, -2.240852], [3.510896, -0.004839, -3.278713], [4.145656, 1.216591, -3.135358], [3.985982, 1.935677, -1.960634], [3.185940, 1.414104, -0.966421], [2.560094, 0.241177, -1.118954], [0.848460, -6.033911, -0.864611], [1.400671, -7.184123, 1.299411], [1.604904, -5.797263, 3.367505], [1.184323, -3.351951, 3.203960], [3.621794, -0.628275, -4.154453], [4.774977, 1.600052, -3.928213], [4.478941, 2.884486, -1.805727], [3.026783, 1.928856, -0.027445], [2.664574, 4.349823, 4.146911], [3.337506, 3.359276, 4.709232], [4.136368, 3.538741, 5.595717], [3.073416, 1.979906, 4.207194], [3.711892, 0.887442, 4.739830], [3.206093, -0.195767, 4.128089], [2.276395, 0.106033, 3.216139], [2.187228, 1.428082, 3.248374], [1.318749, 2.104364, 2.237623], [1.083306, 3.314631, 2.354902], [0.897779, 1.377321, 1.281674], [2.023788, 4.000550, 3.469641], [4.480583, 0.840977, 5.493578], [3.510068, -1.149776, 4.222674], [-0.021340, 2.436148, -3.126070], [-1.477673, 2.719931, -2.764255], [-1.608144, 3.611300, -1.524264], [-1.349361, 2.859706, -0.220319], [-2.415271, 1.882728, 0.043558], [-2.342371, 0.558618, -0.119526], [-0.914935, -0.543059, -0.673940], [-3.570006, 0.032946, 0.066035], [-3.941391, -1.386606, -0.019025], [-4.112910, -1.884988, -1.450182], [-4.977405, -0.980099, -2.323273], [-5.066327, -1.502245, -3.753983], [-4.459701, 1.057918, 0.378748], [-5.819985, 1.054318, 0.663650], [-6.398812, 2.274801, 0.955200], [-5.646901, 3.459957, 0.967161], [-4.296429, 3.459125, 0.675638], [-3.722956, 2.230938, 0.372497], [0.057881, 1.722313, -3.948713], [0.510427, 2.012848, -2.269282], [0.492288, 3.354769, -3.420242], [-1.991086, 1.769364, -2.588012], [-1.984845, 3.199555, -3.603725], [-2.599906, 4.069525, -1.498722], [-0.880539, 4.426247, -1.571621], [-1.294066, 3.538823, 0.628398], [-0.414375, 2.311243, -0.244309], [-4.873731, -1.487696, 0.533597], [-3.175091, -1.961402, 0.496463], [-4.561752, -2.880829, -1.390173], [-3.130768, -2.005300, -1.909821], [-4.552398, 0.028796, -2.335597], [-5.983048, -0.899281, -1.896915], [-4.071831, -1.575459, -4.199807], [-5.670717, -0.844923, -4.380715], [-5.516007, -2.497638, -3.779380], [-6.404632, 0.144213, 0.658836], [-7.455989, 2.317860, 1.182708], [-6.134734, 4.393884, 1.213382], [-3.712966, 4.369852, 0.692286], [5.044074, -2.537356, 2.999910], [5.780279, -2.351873, 1.883987], [6.141277, -3.550296, 1.430042], [6.870825, -1.671335, 2.220501], [4.792696, -1.442527, 0.640562], [4.360413, -0.243240, 1.343135], [5.650406, -1.249995, -0.492887], [3.656274, -2.355722, 0.421240]],
  "atomic_forces_ev_per_a": [[0.4554, -0.0076, 0.1963], [-0.0111, -0.0331, -0.0962], [-0.2167, 0.0424, 0.0524], [0.2618, -0.1553, 0.0847], [0.0162, 0.1272, -0.0214], [0.0208, -0.0773, -0.0649], [0.0183, 0.2054, 0.0339], [-0.0695, -0.0939, -0.0117], [-0.0012, -0.0414, 0.0003], [-0.0300, -0.0320, 0.0364], [-0.1922, 0.0919, -0.0723], [0.2939, -0.0974, -0.0115], [-0.1282, -0.0083, 0.2151], [0.0877, 0.0092, -0.0729], [0.0279, 0.0028, -0.0219], [-0.0084, 0.0459, -0.0440], [-0.1942, -0.0572, 0.0510], [0.1663, 0.0062, -0.0859], [0.0320, 0.0201, 0.0104], [0.0013, 0.0063, 0.0046], [-0.0143, 0.0083, -0.0099], [0.0155, -0.0090, -0.0150], [-0.0143, 0.0198, 0.0189], [-0.0100, -0.0075, 0.0142], [0.0036, -0.0069, 0.0018], [0.0174, -0.0473, -0.0361], [0.0776, -0.0102, 0.1446], [0.0519, 0.0450, -0.0647], [-0.0076, 0.0076, -0.0283], [-0.1880, 0.0145, 0.0695], [0.0468, -0.2202, -0.0565], [-0.0174, -0.0500, 0.1147], [0.1763, 0.1086, 0.3595], [0.0497, 0.0809, -0.0515], [-0.0423, 0.1453, 0.0256], [-0.0001, -0.1058, -0.0363], [-0.0079, -0.0392, -0.1449], [-0.1081, 0.0332, -0.1269], [-0.0474, -0.0351, -0.0247], [0.0440, 0.0070, -0.0169], [-0.0184, -0.0162, 0.0563], [0.1489, 0.0645, 0.0606], [-0.0026, -0.1570, -0.0370], [-0.1255, 0.0116, -0.1590], [0.1603, 0.3659, 0.0660], [0.0246, -0.4043, 0.1361], [-0.5701, 0.1170, -0.5960], [-0.3010, -0.0660, 0.2333], [0.0512, 0.1298, -0.0753], [-0.0499, 0.1056, -0.0176], [0.0298, -0.1039, -0.0648], [-0.0177, 0.0017, 0.0293], [0.0050, -0.2269, -0.0808], [-0.0281, -0.0079, 0.0064], [0.0295, 0.0698, 0.0072], [-0.0418, -0.0525, 0.0077], [-0.0086, 0.0484, 0.0117], [0.2216, 0.0782, -0.0332], [-0.0138, 0.0358, 0.0470], [0.0190, -0.0239, -0.0689], [-0.0132, -0.0197, 0.0074], [-0.0724, 0.0252, -0.0371], [0.0131, -0.0283, -0.0192], [0.0145, 0.0204, 0.0377], [-0.0330, 0.0171, -0.0422], [0.0054, -0.0354, 0.0890], [0.0285, -0.0172, 0.0588], [-0.0124, 0.0266, 0.0546], [0.0282, -0.0091, 0.0326], [0.0400, -0.0062, -0.0244], [0.0220, -0.0076, -0.0047], [-0.0463, -0.0073, 0.0107], [0.0218, 0.0509, 0.0126], [-0.0349, 0.0001, 0.0086], [0.0196, -0.0206, 0.0162], [0.0196, 0.0294, -0.0080], [0.0159, 0.0304, -0.0029], [0.0298, 0.0021, 0.0007], [0.0018, -0.0255, -0.0123], [-0.0146, -0.0216, -0.0125], [-0.0189, -0.0431, 0.0862], [0.0860, -0.0770, -0.0369], [-0.0015, 0.0477, 0.0386], [0.0272, 0.0075, 0.0367], [-0.2947, 0.2581, -0.3481], [0.0961, -0.0842, -0.0724], [-0.0146, -0.1200, 0.1998], [0.0187, 0.1446, 0.0825]],
  "lowdin_charge": [1.79, 0.11, -0.46, -0.14, -0.48, 0.12, -0.20, 0.02, -0.04, -0.05, -0.12, -0.01, -0.19, 0.03, -0.02, -0.02, -0.11, -0.04, 0.13, 0.11, 0.11, 0.11, 0.13, 0.12, 0.12, 0.12, 0.12, -0.50, 0.10, -0.05, 0.01, 0.02, 0.01, -0.16, -0.57, 0.05, -0.26, 0.05, 0.14, 0.14, -0.10, -0.25, -0.17, -0.12, 0.02, -0.55, 0.80, -0.02, -0.15, -0.20, -0.26, -0.10, -0.14, 0.00, -0.07, -0.07, 0.00, -0.14, 0.08, 0.04, 0.08, 0.08, 0.11, 0.10, 0.12, 0.13, 0.07, 0.12, 0.11, 0.12, 0.08, 0.10, 0.11, 0.08, 0.07, 0.08, 0.11, 0.11, 0.11, 0.12, 0.10, -0.67, 0.14, 0.15, 0.46, -0.35, -0.26, -0.42]
}

{
  "formula": "C33H33BrCsN5O3",
  "method": "the ωB97M-V functional and the def2-TZVPD basis",
  "e_homo_ev": -1.8,
  "lumo_energy_ha": 0.1431,
  "total_charge": -2,
  "symbols": ["Cs", "O", "C", "N", "C", "C", "C", "C", "C", "C", "N", "C", "O", "C", "C", "C", "C", "C", "N", "C", "C", "C", "C", "C", "N", "H", "H", "H", "H", "H", "H", "H", "H", "H", "H", "H", "H", "C", "C", "C", "C", "C", "C", "C", "Br", "C", "O", "C", "C", "C", "C", "C", "C", "H", "H", "H", "H", "H", "H", "H", "H", "H", "H", "H", "H", "H", "H", "H", "H", "H", "H", "H", "H", "N", "C", "H"],
  "coordinates": [[-0.402574, 0.886090, -0.341453], [0.903099, 2.965038, -1.036764], [-0.124914, 3.530935, -1.501562], [-1.226477, 3.708143, -0.830321], [-2.348728, 4.344914, -1.365576], [-2.369180, 5.740252, -1.411232], [-3.465995, 6.457658, -1.869629], [-4.588525, 5.760476, -2.279635], [-4.611766, 4.372359, -2.214581], [-3.516405, 3.618131, -1.754805], [-3.477081, 2.222971, -1.674920], [-4.502891, 1.473757, -2.064366], [-5.638724, 1.771858, -2.495793], [-4.218958, -0.024926, -1.984906], [-5.302302, -0.905743, -1.968472], [-5.069089, -2.261782, -1.836994], [-3.758655, -2.711937, -1.748312], [-2.747032, -1.766596, -1.808432], [-2.962637, -0.460541, -1.921659], [-0.050521, 3.862519, -2.981645], [0.158986, 5.162193, -3.443300], [0.223801, 5.391805, -4.804022], [0.073850, 4.319111, -5.671902], [-0.125703, 3.063381, -5.120356], [-0.182187, 2.828472, -3.814476], [-1.486549, 6.260792, -1.055872], [-3.439480, 7.542304, -1.896768], [-5.463062, 6.290216, -2.643976], [-5.494254, 3.835894, -2.520366], [-6.295531, -0.486894, -2.040767], [-5.896623, -2.961152, -1.792582], [-3.521639, -3.760902, -1.625580], [-1.705413, -2.070603, -1.742764], [0.261947, 5.968929, -2.731750], [0.377500, 6.394569, -5.186382], [0.103874, 4.448828, -6.746400], [-0.248742, 2.196235, -5.763335], [3.244932, -5.026886, 4.699744], [2.736558, -3.597543, 4.942348], [1.675688, -3.654267, 6.042904], [3.902972, -2.739535, 5.457313], [2.187210, -3.010368, 3.644574], [0.857942, -2.647523, 3.475520], [0.421763, -2.124846, 2.273998], [-1.417222, -1.626807, 2.117610], [1.245897, -1.908157, 1.134375], [0.797466, -1.397174, 0.059189], [2.624167, -2.301882, 1.328228], [3.031656, -2.822042, 2.542821], [3.604368, -2.118672, 0.167571], [3.698902, -0.633132, -0.217108], [3.126511, -2.932024, -1.045723], [5.018279, -2.593868, 0.514628], [3.672737, -5.448856, 5.615712], [4.012892, -5.040491, 3.924536], [2.426192, -5.669301, 4.369521], [2.117166, -4.048909, 6.962468], [0.844858, -4.304338, 5.762007], [1.274767, -2.661880, 6.256943], [4.298242, -3.146485, 6.394359], [3.570351, -1.715230, 5.634940], [4.717858, -2.704481, 4.732813], [0.136482, -2.756686, 4.274003], [4.072408, -3.103079, 2.655673], [2.728194, -0.254011, -0.527373], [4.405702, -0.501692, -1.042779], [4.049684, -0.040236, 0.631332], [2.126061, -2.614928, -1.332999], [3.103868, -3.998038, -0.801524], [3.806482, -2.787993, -1.891876], [5.441651, -2.026399, 1.347331], [5.665892, -2.446748, -0.353632], [5.037806, -3.656188, 0.772366], [-4.008157, 1.012112, 1.020824], [-4.481919, 0.704677, 2.034022], [-3.637727, 1.337156, 0.114995]],
  "atomic_forces_ev_per_a": [[-1.3389, -0.5528, 0.1787], [0.7910, 1.1077, -0.3586], [-0.1354, 0.3901, -0.1844], [0.0670, 0.0440, 0.0145], [-0.0886, 0.0286, -0.0185], [-0.0142, -0.0336, -0.0161], [-0.0049, 0.0011, -0.0031], [0.0106, 0.0297, 0.0032], [-0.0054, -0.0557, 0.0196], [-0.0296, 0.1580, -0.0288], [-0.1428, -0.1809, 0.3618], [0.1943, 0.2122, -0.4161], [0.0196, -0.0382, 0.0445], [-0.1033, -0.1380, 0.0720], [0.0152, 0.0255, 0.0173], [0.0136, 0.0204, -0.0084], [-0.0305, 0.0429, -0.0373], [0.0930, -0.1581, 0.0168], [0.0820, 0.0472, 0.1229], [-0.1110, 0.0584, -0.0136], [0.0378, -0.0237, -0.0040], [-0.0002, 0.0008, 0.0050], [-0.0022, -0.0038, 0.0035], [0.0158, 0.0129, -0.0305], [0.0048, -0.0354, 0.0657], [0.0115, -0.0082, 0.0034], [0.0065, -0.0031, 0.0020], [-0.0008, -0.0038, 0.0020], [-0.0021, -0.0224, -0.0077], [-0.0039, 0.0030, -0.0046], [-0.0041, 0.0022, 0.0011], [0.0051, 0.0063, -0.0038], [-0.0092, -0.0137, 0.0385], [-0.0112, 0.0115, 0.0027], [0.0019, 0.0023, 0.0025], [0.0009, -0.0008, -0.0002], [-0.0056, 0.0055, 0.0005], [0.0081, 0.0218, -0.0047], [0.0289, 0.0043, 0.0263], [0.0108, 0.0065, -0.0198], [-0.0154, -0.0173, -0.0027], [-0.0264, -0.0197, -0.0192], [0.0150, 0.0028, 0.0093], [-0.0477, -0.0035, -0.0162], [0.0363, -0.1050, 0.0808], [0.0498, -0.0657, 0.0420], [0.5458, -1.0358, 0.1890], [-0.0161, 0.0320, -0.0328], [-0.0081, -0.0243, 0.0388], [0.0327, 0.0027, -0.0242], [-0.0202, -0.0250, -0.0039], [-0.0257, 0.0105, 0.0142], [-0.0171, 0.0047, 0.0064], [0.0005, -0.0071, -0.0007], [0.0027, -0.0082, 0.0043], [0.0010, 0.0004, -0.0063], [0.0035, -0.0065, -0.0044], [-0.0084, 0.0119, -0.0032], [-0.0042, -0.0028, 0.0090], [0.0030, 0.0008, -0.0049], [0.0010, 0.0019, 0.0025], [-0.0024, 0.0106, 0.0025], [-0.0040, -0.0015, 0.0017], [-0.0064, 0.0001, -0.0034], [0.0252, -0.0062, 0.0164], [0.0021, -0.0003, 0.0008], [0.0011, -0.0035, 0.0012], [-0.0025, -0.0167, -0.0093], [0.0009, 0.0012, 0.0015], [0.0073, 0.0126, 0.0027], [0.0099, -0.0096, 0.0001], [-0.0005, 0.0022, -0.0042], [0.0054, 0.0037, 0.0046], [0.0885, 0.0003, 0.0144], [0.0020, -0.0297, 0.0018], [-0.0027, 0.3187, -0.1533]],
  "lowdin_charge": [1.27, -0.34, -0.70, 0.05, -0.25, -0.08, -0.14, -0.14, -0.03, -0.19, 0.07, -0.52, -0.05, -0.22, -0.02, -0.09, -0.08, -0.16, 0.08, -0.19, -0.02, -0.09, -0.10, -0.15, 0.14, 0.10, 0.08, 0.08, 0.08, 0.10, 0.09, 0.09, 0.10, 0.10, 0.09, 0.08, 0.10, -0.06, -0.57, -0.08, -0.06, -0.21, -0.11, -0.57, 0.69, -0.48, -0.43, -0.09, -0.01, -0.54, -0.04, -0.05, -0.09, 0.07, 0.07, 0.08, 0.07, 0.08, 0.08, 0.07, 0.09, 0.07, 0.08, 0.08, 0.07, 0.08, 0.09, 0.07, 0.08, 0.08, 0.08, 0.08, 0.08, 0.06, -0.11, 0.02]
}

> What is the formula in the second record?

C33H33BrCsN5O3